DFT (the ωB97M-V functional and the def2-TZVPD basis) results for a 12-piece molecular cluster, C86H196N12O16 overall in a non-equilibrium geometry.

```
310
Properties=species:S:1:pos:R:3:forces:R:3
C -0.93057 -3.32577 -5.80451 -0.739 -0.374 -0.587
C 0.16561 -4.18119 -6.30164 1.786 0.284 0.348
C 0.67892 -5.26412 -5.32636 -0.726 0.304 -0.309
O 1.14260 -4.77161 -4.09599 1.281 1.028 0.488
C 2.33741 -3.89767 -4.23063 -1.753 0.114 0.429
N -0.21522 -4.91960 -7.45018 0.041 -0.916 -1.099
H -1.19040 -2.65430 -6.67298 -0.329 -0.470 1.284
H -0.53719 -2.80579 -4.97209 0.143 1.155 0.839
H -1.72946 -3.95578 -5.39760 -0.421 0.365 -0.498
H 0.98406 -3.44690 -6.49527 -0.049 -0.563 -0.224
H 1.43543 -5.90143 -5.80957 0.070 0.224 -0.074
H -0.20506 -5.91344 -5.17732 0.440 0.194 0.449
H 2.61966 -3.50373 -3.22670 -0.429 -0.578 -0.716
H 2.05864 -3.02689 -4.87896 0.571 -0.721 0.512
H 3.16146 -4.47567 -4.62537 0.230 -0.079 -0.347
H 0.63578 -5.23326 -7.88053 0.190 -0.512 -0.432
H -0.70235 -4.41071 -8.16559 -0.294 0.484 0.003
C -0.04155 6.30149 3.38674 -0.464 0.337 -0.952
C 0.34720 7.67591 2.79584 -0.185 -0.695 -0.901
C 1.63215 7.59263 1.97160 -1.204 -0.509 0.279
O 2.64330 7.00014 2.73386 1.331 -0.173 -0.428
C 3.74328 6.56002 1.91021 -1.555 0.217 -0.283
N -0.65147 8.26834 1.88496 1.720 -0.599 -0.125
H -0.79677 6.45302 4.18110 0.311 -0.436 -0.436
H 0.80237 5.70028 3.72021 0.088 0.393 0.389
H -0.44373 5.72921 2.52764 -0.315 0.019 0.477
H 0.39838 8.36945 3.56731 0.780 1.257 1.643
H 1.87754 8.60665 1.62534 0.142 -0.339 -0.258
H 1.31901 6.89549 1.14922 0.617 0.741 0.001
H 3.31335 5.97771 1.08590 0.179 0.033 -0.134
H 4.34232 5.88977 2.48041 0.586 -0.291 0.618
H 4.33454 7.37412 1.48145 -0.062 0.115 0.225
H -1.02749 7.50558 1.38005 -0.800 -0.755 -1.123
H -1.38362 8.68569 2.38079 -1.223 0.697 0.926
C 0.70952 1.74577 -6.80264 -0.045 -0.128 0.357
O 0.24323 2.76921 -5.97918 -0.424 0.095 0.330
C -0.44133 2.18884 -4.85953 1.973 2.757 0.870
C -1.00132 3.33084 -4.01320 -0.301 -1.403 -0.063
N -2.25202 3.82048 -4.54500 -0.222 0.829 -0.560
C -2.96027 4.65259 -3.56271 0.350 0.241 -0.911
C -4.33715 4.91239 -4.07238 -0.691 1.745 -0.992
O -4.31427 5.87247 -5.22405 0.114 -1.642 1.888
C -5.56766 5.88495 -5.87378 0.951 -0.707 0.205
H -0.07421 1.03362 -7.01140 -0.438 -0.376 -0.268
H 1.52162 1.19338 -6.33688 0.358 -0.172 0.175
H 1.04743 2.18265 -7.70930 0.376 0.342 -0.859
H 0.35210 1.67880 -4.27431 -0.846 -0.549 -0.174
H -1.28881 1.70154 -5.21834 -1.133 -1.871 -0.416
H -0.23798 4.04601 -3.84270 0.823 1.131 -0.017
H -1.22113 2.92768 -3.02140 -0.066 -0.175 0.096
H -2.13986 4.38017 -5.42311 0.073 -0.733 1.128
H -2.36518 5.56374 -3.33492 -0.561 -0.256 0.130
H -3.17083 4.08557 -2.66306 0.534 -0.272 0.464
H -4.98029 5.37391 -3.30733 0.184 -0.069 -0.006
H -4.77995 3.92968 -4.31703 0.060 0.445 -0.473
H -5.69417 4.89480 -6.32568 -0.747 0.038 0.212
H -5.43613 6.56732 -6.66630 -0.117 0.944 -1.041
H -6.37757 6.23978 -5.23416 -0.161 -0.362 0.099
C -2.87200 -3.68874 -0.06558 0.834 -0.828 1.060
O -2.03990 -3.59143 -1.19377 0.234 -1.981 -1.334
C -1.33587 -4.86256 -1.50456 -1.009 0.824 -0.287
C -2.21914 -5.89135 -2.22509 1.144 -1.046 1.131
N -3.14672 -6.56824 -1.28357 -1.510 0.732 -1.453
C -3.70930 -7.80346 -1.85324 0.739 -0.322 -0.167
C -4.25476 -8.75638 -0.84966 -0.432 -0.042 0.796
O -5.36015 -8.21951 -0.16678 -1.482 -0.693 1.383
C -5.78424 -9.01315 1.01110 0.284 -0.148 -1.091
H -3.60431 -4.51019 -0.07092 0.307 0.276 -0.167
H -3.38467 -2.76222 -0.00596 -0.567 0.923 0.213
H -2.22708 -3.83346 0.84028 -0.514 0.123 -0.445
H -0.88848 -5.24161 -0.57950 -0.305 -0.151 0.024
H -0.54189 -4.64315 -2.21042 0.212 0.546 -0.005
H -1.50432 -6.69113 -2.53520 -0.360 0.541 -0.080
H -2.65227 -5.45665 -3.13476 -0.201 -0.015 0.136
H -3.95619 -5.93573 -1.24461 0.304 -0.303 0.488
H -2.89516 -8.35129 -2.27361 1.039 -0.455 -0.292
H -4.35799 -7.75254 -2.71094 -0.796 0.871 -0.356
H -3.49438 -8.90320 -0.12432 1.064 -0.368 0.823
H -4.45604 -9.73662 -1.29721 -0.290 0.058 -0.193
H -6.08851 -10.07421 0.71792 0.354 1.337 0.183
H -6.64988 -8.50920 1.50117 0.742 -0.243 -0.627
H -4.94544 -9.08849 1.73446 -0.392 0.075 -0.381
C -4.01172 3.73841 1.20670 0.360 -0.881 -0.919
O -3.99173 4.74491 0.22989 -0.874 0.241 -0.480
C -3.95133 6.03230 0.83241 -0.232 -0.672 -2.242
C -3.49050 6.99160 -0.24517 0.569 1.813 0.371
N -2.08419 6.72034 -0.61854 -0.210 -0.996 -0.541
C -1.50897 7.77362 -1.45780 -0.879 -1.273 -1.673
C -0.07519 7.64747 -1.91915 -0.393 -2.313 -0.009
O 0.15985 6.30274 -2.37114 0.530 -0.206 -0.133
C 1.52621 5.92412 -2.53083 0.307 1.303 -1.609
H -4.81300 3.81172 1.95237 0.100 0.511 -0.056
H -3.00545 3.78548 1.67713 -0.746 -0.792 0.045
H -4.24753 2.79931 0.63925 0.763 0.584 0.714
H -3.27940 5.90540 1.61858 1.464 0.633 1.610
H -4.91995 6.26964 1.21597 -0.847 0.412 0.308
H -3.43634 8.04342 0.17413 -0.440 -1.017 -0.246
H -4.24728 7.04035 -1.08805 0.870 -0.288 0.583
H -2.05781 5.80078 -1.10421 0.229 0.982 0.390
H -1.44553 8.66495 -0.93965 -0.449 1.983 1.578
H -2.15637 7.99411 -2.33447 0.183 -0.278 0.149
H 0.58041 7.82700 -1.08859 0.582 0.396 0.431
H 0.04823 8.33710 -2.73331 0.441 0.574 -0.335
H 1.62577 4.84024 -2.50337 -0.258 0.063 -0.274
H 2.17270 6.33162 -1.78529 0.189 0.274 1.326
H 2.04259 6.39204 -3.45717 -1.211 -1.002 0.759
C 1.44072 3.98648 0.44927 0.250 -0.865 -0.069
O 0.63777 3.01416 -0.17552 -0.033 -0.209 -0.982
C -0.66479 2.78019 0.37831 0.808 -0.226 -0.766
C -0.94774 1.27825 0.24514 -1.763 0.557 0.596
N -0.16425 0.52780 1.24850 1.432 -0.298 -1.631
C -0.31281 -0.95625 1.15381 -0.540 0.796 -0.874
C -0.25371 -1.61870 -0.23485 -1.208 -0.453 1.485
O 1.04764 -1.50708 -0.69868 0.648 0.663 -0.367
C 1.12833 -1.52068 -2.08793 -0.317 -0.125 -1.081
H 1.08425 5.00438 0.38293 -0.350 0.351 -0.376
H 2.45489 3.90154 0.01537 -0.576 0.115 0.229
H 1.48283 3.72109 1.49281 0.302 0.135 0.799
H -1.40061 3.36763 -0.18178 -0.063 0.040 0.146
H -0.57746 3.12333 1.39579 -0.638 -0.077 0.783
H -0.66691 0.98452 -0.74563 0.280 -0.082 -0.906
H -2.10844 1.10785 0.24569 2.156 0.105 0.721
H 0.84486 0.66254 0.92230 -1.598 0.190 0.792
H -1.26633 -1.19342 1.63318 0.284 -0.372 0.107
H 0.55326 -1.33040 1.67231 0.041 -0.474 0.661
H -1.02104 -1.24135 -0.93882 0.567 -0.018 0.240
H -0.51940 -2.69406 -0.06258 0.358 0.937 -0.207
H 0.77931 -0.61135 -2.61555 -0.500 0.002 0.601
H 0.57035 -2.38412 -2.50922 0.396 0.297 0.071
H 2.16492 -1.53484 -2.37594 0.585 -0.465 0.074
C -4.39160 -1.00389 3.85936 2.081 -0.089 -0.491
C -4.26822 0.32474 3.07604 -2.296 -1.280 -1.331
C -5.59115 1.13669 3.30885 -0.501 -0.492 -0.643
C -5.55447 1.80081 4.67123 -1.727 0.953 -1.395
C -4.32874 2.63008 4.70340 0.508 1.142 2.683
C -3.00914 1.88863 4.54598 0.425 0.351 0.321
N -3.11841 1.13267 3.31699 1.693 -0.298 0.033
O -1.97238 0.24152 3.31976 -2.130 -0.504 1.336
C -1.98856 3.03646 4.34217 -2.103 0.568 -0.019
C -2.67753 1.00300 5.77862 -0.217 1.066 0.844
C -4.23253 -0.13439 1.61012 -1.611 -0.442 -0.069
H -5.08579 -1.64934 3.27329 0.630 0.167 0.970
H -4.70404 -0.75378 4.83490 -0.955 -0.258 1.194
H -3.33294 -1.43015 4.03119 -1.754 0.221 -0.731
H -5.74759 1.93987 2.54835 0.521 -0.534 0.362
H -6.51435 0.49521 3.16428 1.214 0.268 0.276
H -5.67667 1.12713 5.49349 0.079 -0.471 0.503
H -6.40859 2.52397 4.67907 0.362 -0.664 0.389
H -4.27150 3.08573 5.75985 -0.039 -0.104 -1.597
H -4.41893 3.42470 3.94114 0.193 -0.258 0.495
H -2.35405 3.63093 3.45897 0.892 -0.719 0.663
H -2.23346 3.68330 5.18977 0.747 0.180 0.113
H -0.95530 2.77913 4.31871 0.754 -0.295 -0.138
H -3.53800 0.46652 6.13981 -0.524 -0.018 0.242
H -1.93460 0.27389 5.66586 0.962 -1.230 -1.272
H -2.18430 1.48231 6.64083 -0.779 0.856 -0.260
H -5.14371 -0.73164 1.36695 0.384 0.308 0.415
H -3.42606 -0.82135 1.45247 0.758 -0.082 -0.283
H -4.28579 0.65926 0.88444 0.564 0.507 -0.204
H -1.41495 0.62036 2.68735 1.957 1.014 -1.811
C 1.40203 -0.54177 4.98155 -0.283 -0.556 0.447
C 2.39401 0.63122 4.92070 0.418 -1.414 -0.305
C 2.51818 1.16869 3.46406 0.577 1.808 1.867
C 3.34259 2.51310 3.48947 -0.563 -1.273 -1.306
C 2.68545 3.55095 4.39707 0.279 -1.210 0.151
C 2.52320 2.96956 5.82656 0.043 0.233 1.537
N 1.82183 1.63142 5.80508 1.228 1.126 -0.530
O 1.72768 1.12514 7.12972 0.241 -0.134 -0.253
C 3.86532 3.03276 6.61461 -0.564 -1.855 0.511
C 1.53871 3.82241 6.64777 -0.359 0.133 -1.128
C 3.81513 -0.02013 5.36960 -0.428 -1.228 -0.925
H 1.53874 -1.07526 5.92933 -0.184 0.194 0.059
H 1.64139 -1.30797 4.24960 -0.081 0.097 -0.542
H 0.32627 -0.25744 4.92334 0.864 0.045 -0.218
H 3.00226 0.42463 2.85370 0.191 -0.296 -0.320
H 1.56842 1.45209 3.02542 -0.548 -0.458 0.150
H 3.30470 2.81028 2.41368 0.520 0.299 0.800
H 4.35448 2.24553 3.77271 0.379 0.368 -0.003
H 1.69148 3.67095 3.97148 -0.248 0.512 0.104
H 3.25244 4.50804 4.40234 -0.573 -0.533 0.135
H 4.21035 4.03823 6.64496 0.255 0.851 0.129
H 3.73272 2.64089 7.64943 -0.229 0.660 -0.473
H 4.67123 2.40009 6.26838 0.212 -0.038 -0.707
H 0.65197 3.87255 5.95187 0.459 0.443 1.302
H 1.31070 3.39946 7.63334 -0.142 -0.244 -0.545
H 1.99769 4.78350 6.86901 -0.262 0.405 -0.388
H 3.82601 -1.03918 4.86213 0.075 1.189 0.330
H 3.87737 -0.33367 6.42068 -0.208 0.394 0.001
H 4.78689 0.45304 5.12087 -0.854 0.189 -0.036
H 2.58324 0.69735 7.32597 -0.254 0.256 -0.023
C 1.47274 -4.26597 1.45784 1.027 -1.383 1.267
C 0.72680 -5.05138 2.61371 -0.146 -0.203 0.819
C -0.11507 -4.04833 3.45898 0.491 0.277 -0.667
C -1.29939 -4.64095 4.20337 0.860 0.783 -0.103
C -2.16714 -5.56728 3.42945 0.566 -0.912 -0.209
C -1.28262 -6.67603 2.74384 -0.582 0.706 0.709
N -0.25360 -5.95995 1.97943 0.853 -0.560 -0.744
O 0.56952 -6.98847 1.31174 -0.917 0.078 1.548
C -0.74107 -7.74010 3.69056 -1.207 -0.684 -0.248
C -2.18433 -7.43247 1.80787 -1.505 0.647 0.215
C 1.69665 -5.69581 3.63199 1.010 -0.914 0.106
H 1.82099 -3.34759 1.89704 -0.027 0.724 -0.021
H 0.79786 -4.09133 0.64876 -0.459 0.328 -0.450
H 2.42010 -4.71519 1.03712 -1.108 -0.138 0.575
H 0.56349 -3.55227 4.21584 -0.729 -0.139 -1.112
H -0.50814 -3.35386 2.71197 0.079 0.526 0.298
H -1.87188 -3.82045 4.56703 -0.659 0.868 0.266
H -0.92700 -5.07106 5.09161 0.417 -1.035 1.122
H -2.72502 -4.94411 2.66898 0.208 -1.172 0.713
H -2.78353 -6.10599 4.18724 -0.263 0.482 -0.957
H -0.48662 -7.40699 4.66006 0.124 0.454 1.186
H -1.56326 -8.49407 3.74381 0.859 0.334 0.435
H 0.13303 -8.21683 3.28422 0.283 -0.233 -0.366
H -3.11479 -7.84778 2.30179 1.143 0.553 -0.217
H -2.50448 -6.76070 1.04231 -0.381 0.304 -0.691
H -1.66385 -8.21968 1.34819 0.687 -1.223 -0.649
H 2.40047 -6.50737 3.27530 -1.011 0.850 -0.025
H 1.19918 -6.09162 4.53954 -0.024 0.187 -0.651
H 2.34136 -4.90401 4.02151 0.101 0.115 -0.145
H 0.70404 -6.51765 0.51780 0.489 0.371 -1.790
C 4.78465 2.99709 -1.42148 0.711 0.288 -0.422
C 4.21566 1.68940 -1.88406 -0.568 -1.347 -1.609
C 3.25296 1.96827 -3.10124 0.254 -0.682 0.373
C 3.97306 2.26290 -4.42674 -0.239 -1.224 -0.045
C 5.12383 1.22919 -4.71322 -1.701 -1.522 0.837
C 6.08990 0.99973 -3.51945 0.789 -0.797 0.235
N 5.26619 0.67971 -2.33087 -1.613 0.595 -0.061
O 6.08012 0.48459 -1.18308 0.468 0.404 -0.580
C 6.99899 -0.23919 -3.77300 0.096 -0.518 -1.141
C 7.02922 2.17736 -3.27165 -0.270 1.245 -0.402
C 3.36095 1.03930 -0.77569 -0.473 0.763 -0.080
H 5.38255 2.95066 -0.50877 0.108 -0.180 -0.191
H 3.95659 3.63189 -1.24290 -0.878 0.820 0.399
H 5.33538 3.46185 -2.24239 -0.015 0.104 0.459
H 2.56620 1.09667 -3.24405 0.749 0.270 0.079
H 2.55102 2.76168 -2.79533 0.372 0.031 -0.182
H 4.43114 3.24493 -4.45804 -0.213 0.386 0.064
H 3.16023 2.19283 -5.19429 1.030 0.285 0.207
H 5.65237 1.55376 -5.57981 0.689 0.239 -0.611
H 4.68632 0.19725 -4.98221 0.417 1.467 0.443
H 7.60104 -0.55800 -2.92241 -0.472 0.223 0.477
H 6.39961 -1.13331 -4.12079 0.661 0.960 0.249
H 7.82297 0.01324 -4.49812 -1.166 -0.229 0.115
H 8.03225 2.12292 -3.70682 -0.210 -0.423 0.069
H 6.58545 3.08885 -3.69678 0.199 -0.063 0.073
H 7.09226 2.34910 -2.20749 0.462 -0.036 0.212
H 3.69751 1.48705 0.16918 -0.369 -0.363 0.114
H 3.45442 -0.04469 -0.71511 0.020 0.024 -0.080
H 2.27582 1.29053 -0.95490 1.059 -0.197 0.416
H 5.60878 -0.23009 -0.74817 0.055 -0.615 0.630
C 4.69997 -3.16212 -0.83538 -0.862 1.021 -2.013
C 5.71382 -2.99721 0.24534 -0.477 -0.223 -0.450
C 7.07031 -2.93816 -0.41372 -0.508 0.060 -1.442
C 8.22138 -2.60660 0.46515 1.109 -0.016 0.261
C 7.88645 -1.24668 0.99890 -0.424 1.345 -0.774
C 6.52604 -1.16430 1.71157 0.285 0.902 0.260
N 5.49391 -1.65793 0.78656 0.032 1.027 1.305
O 4.22998 -1.47717 1.43304 0.013 -0.384 -0.703
C 6.57826 -1.83032 3.08914 0.314 -2.052 0.480
C 6.33029 0.35834 1.97175 -0.254 -0.249 -1.944
C 5.56248 -4.21802 1.11758 -1.231 -0.666 -0.106
H 4.89781 -4.07727 -1.39937 -0.090 0.032 0.018
H 4.71744 -2.29331 -1.58104 -0.016 -0.993 0.974
H 3.70303 -3.21588 -0.40309 -0.190 0.003 -0.081
H 7.18853 -3.85199 -0.99275 0.162 -0.152 -0.006
H 6.92059 -2.10816 -1.13092 0.539 -0.396 -0.074
H 9.18032 -2.64197 -0.10556 -0.662 0.231 0.393
H 8.34172 -3.30226 1.28856 -0.006 -0.405 0.184
H 7.77516 -0.56046 0.12114 0.268 -0.506 0.578
H 8.57665 -0.74113 1.66503 0.545 -0.320 0.122
H 7.59680 -1.68730 3.47367 -0.086 -0.438 -0.123
H 5.99606 -1.38334 3.85722 -0.925 0.928 0.378
H 6.26697 -2.92321 3.19460 0.823 1.233 -0.577
H 6.81485 0.68959 2.85899 0.070 0.096 1.022
H 6.83948 0.88401 1.16003 -0.122 0.120 0.000
H 5.28747 0.66485 1.87705 0.003 -0.121 0.555
H 4.69218 -4.15512 1.77036 -0.009 0.262 0.274
H 6.43646 -4.35945 1.69228 0.863 -0.652 0.734
H 5.30634 -5.11422 0.49460 0.714 0.707 0.405
H 4.32611 -1.82300 2.32592 0.016 -0.282 0.370
C -5.64529 -3.70627 -2.44439 1.549 -0.998 -0.003
C -5.63929 -2.44510 -3.24219 -1.460 1.026 -1.764
C -6.81297 -1.61117 -2.73537 -1.273 0.840 -0.430
C -6.72439 -0.13339 -3.10153 1.253 -0.230 -0.947
C -5.45689 0.39810 -2.47700 1.424 0.822 -0.694
C -4.20693 -0.28766 -3.03156 0.497 -1.360 -0.836
N -4.42701 -1.74899 -2.92053 1.835 0.324 1.131
O -3.27296 -2.41196 -3.49611 -0.913 0.089 0.042
C -3.87566 0.08526 -4.51482 -1.309 0.747 0.957
C -2.97244 0.00474 -2.19013 1.057 0.990 -0.756
C -5.72320 -2.70387 -4.77386 -1.997 0.497 0.402
H -6.52812 -4.33065 -2.51274 -0.107 -0.022 -0.167
H -5.35761 -3.51827 -1.41312 -0.581 0.357 0.280
H -4.74518 -4.21172 -2.79518 -0.207 -0.871 -0.240
H -7.83984 -1.99621 -2.97668 1.137 -0.166 -0.111
H -6.71529 -1.66442 -1.67797 -0.228 -0.014 1.233
H -7.50811 0.51020 -2.77258 -1.079 -0.017 0.246
H -6.63840 -0.03339 -4.20006 -0.285 0.081 0.397
H -5.45431 0.17876 -1.40683 -0.116 0.413 0.151
H -5.26117 1.48427 -2.69188 -0.550 -0.722 0.523
H -3.47828 1.09925 -4.57525 -0.137 0.125 -0.069
H -3.20254 -0.57961 -4.99722 0.810 -0.717 0.043
H -4.79958 -0.00052 -5.07821 -0.091 0.399 -0.262
H -2.76994 1.08916 -2.16470 -0.572 -0.016 0.417
H -2.90660 -0.42793 -1.18683 -0.503 0.065 -0.211
H -2.07851 -0.29213 -2.75703 -0.184 -0.544 0.208
H -5.93564 -1.81464 -5.40885 0.311 -0.395 0.703
H -6.52105 -3.41255 -5.00903 -0.102 -0.055 0.155
H -4.82996 -3.14975 -5.06982 1.602 -0.616 -0.689
H -2.87305 -2.86429 -2.73881 0.175 0.036 0.278
```
Forces are in eV/Å.

As for the SMILES: CC1(C)CCCC(C)(C)N1O.CC1(C)CCCC(C)(C)N1O.CC1(C)CCCC(C)(C)N1O.CC1(C)CCCC(C)(C)N1O.CC1(C)CCCC(C)(C)N1O.CC1(C)CCCC(C)(C)N1O.COC[C@H](C)N.COC[C@H](C)N.COCCNCCOC.COCCNCCOC.COCCNCCOC.COCCNCCOC. The value obtained for the relative energy (zero: lowest compared OMol25 entry of this formula, charge and spin) is 7.595 eV. The gap between HOMO and LUMO comes out at 8.54 eV. The spin multiplicity is 1. The HOMO energy is -8.04 eV.

Here are the Löwdin charges for atoms 1 to 99, given in e:
1. C -0.053
2. C -0.518
3. C -0.216
4. O -0.211
5. C -0.048
6. N 0.039
7. H 0.111
8. H 0.054
9. H 0.086
10. H 0.126
11. H 0.122
12. H 0.129
13. H 0.068
14. H 0.089
15. H 0.082
16. H 0.074
17. H 0.073
18. C -0.033
19. C -0.402
20. C -0.226
21. O -0.187
22. C -0.067
23. N 0.071
24. H 0.088
25. H 0.048
26. H 0.068
27. H 0.111
28. H 0.132
29. H 0.105
30. H 0.067
31. H 0.069
32. H 0.091
33. H 0.017
34. H 0.051
35. C -0.131
36. O -0.181
37. C -0.185
38. C -0.204
39. N -0.038
40. C -0.221
41. C -0.186
42. O -0.199
43. C -0.130
44. H 0.082
45. H 0.071
46. H 0.081
47. H 0.120
48. H 0.086
49. H 0.092
50. H 0.109
51. H 0.144
52. H 0.119
53. H 0.109
54. H 0.116
55. H 0.119
56. H 0.092
57. H 0.066
58. H 0.088
59. C -0.103
60. O -0.258
61. C -0.130
62. C -0.179
63. N -0.033
64. C -0.209
65. C -0.262
66. O -0.195
67. C -0.070
68. H 0.081
69. H 0.067
70. H 0.086
71. H 0.103
72. H 0.099
73. H 0.129
74. H 0.114
75. H 0.087
76. H 0.106
77. H 0.119
78. H 0.087
79. H 0.129
80. H 0.099
81. H 0.089
82. H 0.066
83. C -0.116
84. O -0.207
85. C -0.212
86. C -0.190
87. N -0.048
88. C -0.224
89. C -0.182
90. O -0.205
91. C -0.109
92. H 0.073
93. H 0.070
94. H 0.097
95. H 0.088
96. H 0.118
97. H 0.131
98. H 0.131
99. H 0.096